Record 1
6 unconnected molecules or ions with the total composition C11H32ClO9. Source: the Open Molecules 2025 dataset; level of theory: ωB97M-V with the def2-TZVPD basis set.

Atoms and positions in Å:
Cl1 0.508 -1.204 1.033
C1 -4.244 -1.936 2.937
C2 -3.282 -2.111 1.769
C3 -4.095 -2.412 0.474
O1 -2.808 -0.807 1.528
H1 -5.218 -1.535 2.657
H2 -3.858 -1.442 3.828
H3 -4.555 -2.953 3.179
H4 -2.460 -2.819 1.882
H5 -4.456 -3.435 0.367
H6 -3.434 -2.180 -0.361
H7 -4.833 -1.610 0.479
H8 -1.911 -0.928 1.210
C4 3.660 2.723 -1.276
C5 3.340 2.037 0.080
O2 2.492 1.010 -0.245
O3 2.548 3.478 -1.854
H9 3.983 2.021 -2.045
H10 4.552 3.333 -1.136
H11 2.675 2.651 0.687
H12 4.263 1.869 0.635
H13 2.264 0.654 0.617
H14 2.781 4.012 -2.617
C6 4.387 -1.862 2.032
C7 3.404 -1.871 3.257
O4 2.512 -2.958 3.120
O5 5.097 -0.630 1.830
H15 3.725 -2.076 1.193
H16 5.044 -2.731 1.995
H17 2.771 -0.986 3.324
H18 3.947 -2.057 4.184
H19 1.815 -2.666 2.527
H20 5.697 -0.799 1.099
C8 -1.372 2.432 0.187
C9 -1.712 3.480 -0.910
O6 -1.425 3.037 -2.204
O7 -0.105 1.775 -0.097
H21 -2.138 1.657 0.187
H22 -1.458 2.706 1.239
H23 -1.023 4.297 -0.700
H24 -2.666 3.978 -0.736
H25 -2.260 2.740 -2.573
H26 0.144 1.113 0.552
C10 -1.553 -0.516 -4.131
C11 -1.216 -1.307 -2.708
O8 -0.625 -0.351 -1.772
O9 -0.809 0.666 -4.243
H27 -2.616 -0.414 -4.349
H28 -1.226 -1.205 -4.910
H29 -0.545 -2.146 -2.890
H30 -2.050 -1.894 -2.322
H31 -0.445 -0.843 -0.968
H32 -1.210 1.014 -5.043

Properties
spin multiplicity = 2
gap between HOMO and LUMO (spin up / spin down) = 9.90 / 3.79 eV
DFT total energy = -42868.419 eV

Löwdin atomic charge list, values in e, 8 entries: atom 1 (Cl): 0.459, atom 2 (C): -0.061, atom 3 (C): -0.476, atom 4 (C): -0.043, atom 5 (O): -0.084, atom 6 (H): 0.078, atom 7 (H): 0.082, atom 8 (H): 0.076

***

Record 2
A molecular structure, C11H32LaN4O5. Source: the Open Molecules 2025 dataset; level of theory: ωB97M-V with the def2-TZVPD basis set.

Atoms and positions in Å:
O1 -1.601 -4.089 -1.439
H1 -1.881 -4.818 -2.027
La1 0.205 -0.215 -0.182
N1 -0.005 2.023 -1.307
N2 -1.724 0.114 -1.357
O2 0.924 3.133 -1.450
O3 -2.799 -0.839 -1.128
C1 -1.092 2.262 -2.066
C2 -2.075 1.238 -2.035
C3 -1.201 3.530 -2.830
C4 -3.370 1.353 -2.723
H2 -0.207 3.976 -3.000
H3 -1.827 4.259 -2.260
H4 -1.701 3.326 -3.806
H5 -4.081 0.663 -2.249
H6 -3.242 1.093 -3.792
H7 -3.740 2.393 -2.657
H8 1.564 3.061 -0.720
H9 -2.426 -1.725 -1.326
O4 -1.240 1.535 1.189
H10 -1.072 2.351 0.672
H11 -2.204 1.491 1.298
C5 -0.380 -3.538 -1.987
H12 0.322 -3.364 -1.139
H13 -0.615 -2.582 -2.510
H14 0.143 -4.201 -2.716
O5 2.096 0.007 -1.945
H15 1.730 0.806 -2.373
H16 3.034 0.233 -1.827
C6 0.103 -3.134 1.541
N3 -0.025 -1.693 1.922
C7 -1.373 -1.450 2.532
C8 1.136 -1.266 2.791
C9 1.462 0.253 2.768
N4 2.061 0.758 1.476
C10 2.357 2.206 1.676
C11 3.366 0.093 1.195
H17 -0.761 -3.442 0.921
H18 0.148 -3.806 2.421
H19 1.039 -3.273 0.971
H20 -1.614 -2.180 3.327
H21 -1.420 -0.439 2.967
H22 -2.137 -1.553 1.738
H23 0.927 -1.535 3.847
H24 2.010 -1.867 2.495
H25 0.561 0.861 2.965
H26 2.171 0.455 3.602
H27 2.941 2.361 2.601
H28 2.968 2.580 0.841
H29 1.428 2.788 1.748
H30 3.224 -0.960 0.904
H31 3.857 0.631 0.371
H32 4.038 0.140 2.072

Properties
net charge = +1
gap between HOMO and LUMO = 4.68 eV
DFT total energy = -28974.637 eV

Löwdin atomic charge list, values in e, 8 entries: atom 1 (O): -0.134, atom 2 (H): 0.102, atom 3 (La): 1.965, atom 4 (N): -0.254, atom 5 (N): -0.340, atom 6 (O): -0.135, atom 7 (O): -0.109, atom 8 (C): -0.386

***

Record 3
9 unconnected molecules or ions with the total composition C11H33Cl2N9O18P. Source: the Open Molecules 2025 dataset; level of theory: ωB97M-V with the def2-TZVPD basis set.

Atoms and positions in Å:
C1 -2.013 5.363 -4.091
C2 -1.420 4.115 -3.357
Cl1 -1.881 2.641 -4.396
C3 0.130 4.156 -3.135
Cl2 0.784 5.802 -2.724
P1 0.503 3.011 -1.602
O1 0.699 1.966 -0.122
N1 -0.451 2.054 0.593
O2 -1.132 1.091 0.408
H1 -1.286 6.172 -4.282
H2 -2.405 5.056 -5.087
H3 -2.873 5.727 -3.520
H4 -1.937 3.964 -2.368
H5 0.630 3.741 -4.036
H6 -0.397 3.853 -0.793
H7 1.588 3.878 -1.158
H8 1.468 2.212 -2.342
H9 -0.559 2.141 -1.978
C4 -3.945 0.049 1.868
N2 -5.131 0.664 2.519
O3 -5.185 1.870 2.572
O4 -5.975 -0.093 2.959
H10 -3.281 0.838 1.525
H11 -3.452 -0.575 2.610
H12 -4.304 -0.544 1.030
C5 1.406 -1.073 0.363
N3 2.562 -1.826 -0.188
O5 3.220 -2.508 0.578
O6 2.778 -1.715 -1.373
H13 1.339 -1.275 1.428
H14 1.575 -0.012 0.180
H15 0.513 -1.420 -0.153
C6 -0.941 -1.769 -3.767
N4 -1.142 -0.938 -2.555
O7 -0.880 0.235 -2.634
O8 -1.554 -1.512 -1.560
H16 -0.575 -1.134 -4.568
H17 -0.211 -2.533 -3.512
H18 -1.901 -2.207 -4.030
C7 -5.848 3.141 -1.976
N5 -4.888 4.258 -2.147
O9 -3.824 4.161 -1.573
O10 -5.250 5.180 -2.845
H19 -5.397 2.393 -1.332
H20 -6.748 3.550 -1.526
H21 -6.052 2.732 -2.963
C8 1.671 -5.624 -1.759
N6 0.844 -5.480 -2.984
O11 0.465 -6.490 -3.532
O12 0.606 -4.351 -3.349
H22 1.802 -6.680 -1.552
H23 2.627 -5.143 -1.951
H24 1.141 -5.131 -0.947
C9 5.703 -0.561 1.729
N7 5.570 0.231 2.978
O13 5.854 1.407 2.934
O14 5.186 -0.361 3.964
H25 6.054 0.094 0.937
H26 6.421 -1.356 1.922
H27 4.722 -0.965 1.488
C10 8.929 -4.089 3.125
N8 8.077 -3.839 1.935
O15 7.632 -4.798 1.352
O16 7.889 -2.680 1.633
H28 9.008 -5.161 3.274
H29 9.903 -3.651 2.927
H30 8.448 -3.613 3.976
C11 -5.623 -1.089 6.713
N9 -4.175 -0.764 6.708
O17 -3.748 -0.090 7.618
O18 -3.520 -1.199 5.789
H31 -6.078 -0.637 7.588
H32 -6.053 -0.684 5.799
H33 -5.715 -2.172 6.744

Properties
net charge = -1
gap between HOMO and LUMO = 5.33 eV
ΔE to the lowest compared entry with this formula, charge and spin = 0.500 eV
DFT total energy = -96515.689 eV

Löwdin atomic charge list, values in e, 8 entries: atom 1 (C): -0.165, atom 2 (C): -0.735, atom 3 (Cl): 0.525, atom 4 (C): -0.848, atom 5 (Cl): 0.487, atom 6 (P): 0.424, atom 7 (O): -0.428, atom 8 (N): -0.165

***

Record 4
9 unconnected molecules or ions with the total composition C11H33N7O18S. Source: the Open Molecules 2025 dataset; level of theory: ωB97M-V with the def2-TZVPD basis set.

Atoms and positions in Å:
C1 -0.085 -5.095 0.153
C2 -0.556 -5.906 1.333
O1 0.105 -7.173 1.338
S1 -0.062 -8.087 2.722
C3 1.267 -7.259 3.780
O2 -1.360 -7.783 3.347
O3 0.398 -9.435 2.404
H1 0.979 -4.863 0.093
H2 -0.557 -4.114 0.179
H3 -0.480 -5.596 -0.731
H4 -0.446 -5.301 2.233
H5 -1.623 -6.124 1.279
H6 2.241 -7.410 3.314
H7 1.334 -7.862 4.686
H8 0.911 -6.230 3.815
C4 5.678 0.639 -0.529
N1 5.290 1.823 -1.391
O4 4.602 2.674 -0.863
O5 5.770 1.884 -2.506
H9 6.649 0.311 -0.901
H10 5.023 -0.226 -0.634
H11 5.725 0.859 0.538
C5 -0.987 3.221 5.923
N2 -2.437 2.747 5.901
O6 -2.807 1.886 5.179
O7 -3.216 3.245 6.768
H12 -0.989 3.897 6.778
H13 -0.829 3.715 4.964
H14 -0.267 2.404 5.970
C6 0.790 7.168 1.688
N3 0.023 7.142 0.416
O8 -0.301 8.185 -0.109
O9 -0.161 6.063 -0.151
H15 1.513 7.983 1.653
H16 1.388 6.258 1.636
H17 0.172 7.179 2.586
C7 -4.103 -1.528 -2.659
N4 -5.272 -1.107 -3.490
O10 -6.044 -0.252 -2.977
O11 -5.356 -1.620 -4.599
H18 -3.297 -1.800 -3.341
H19 -4.562 -2.373 -2.146
H20 -3.890 -0.751 -1.926
C8 0.081 1.277 0.388
N5 1.122 1.380 1.462
O12 1.462 2.500 1.788
O13 1.609 0.346 1.890
H21 0.528 0.898 -0.531
H22 -0.225 2.322 0.328
H23 -0.730 0.635 0.732
C9 0.622 4.337 -4.339
N6 1.493 5.328 -5.055
O14 2.366 4.831 -5.778
O15 1.343 6.528 -4.800
H24 1.052 4.222 -3.344
H25 0.549 3.410 -4.908
H26 -0.325 4.862 -4.208
C10 1.958 0.095 -7.087
N7 1.343 -0.194 -5.733
O16 0.330 -0.833 -5.786
O17 1.898 0.273 -4.750
H27 1.870 1.175 -7.210
H28 1.357 -0.471 -7.799
H29 2.991 -0.252 -7.066
C11 -4.181 -2.410 3.333
O18 -2.862 -2.136 2.843
H30 -4.631 -1.526 3.783
H31 -4.814 -2.764 2.519
H32 -4.168 -3.211 4.072
H33 -2.206 -2.009 3.533

Properties
structure (SMILES) = CCOS(C)(=O)=O.C[N+](=O)[O-].C[N+](=O)[O-].C[N+](=O)[O-].C[N+](=O)[O-].C[N+](=O)[O-].C[N+](=O)[O-].C[N+](=O)[O-].CO
gap between HOMO and LUMO = 10.56 eV
DFT total energy = -70040.520 eV

Löwdin atomic charge list, values in e, 8 entries: atom 1 (C): -0.066, atom 2 (C): -0.308, atom 3 (O): -0.266, atom 4 (S): 0.694, atom 5 (C): -0.087, atom 6 (O): -0.312, atom 7 (O): -0.300, atom 8 (H): 0.083